i.
ORCA calculation (ωB97M-V/def2-TZVPD) on CH2FNOS as an isolated structure.

For the highest occupied orbital energy (alpha / beta), the calculation gives -9.986 / -10.109 eV. For the frontier orbital gap (alpha / beta), the calculation gives 0.3104 / 0.2970 Ha. The calculation puts the LUMO energy (alpha / beta) at -1.54 / -2.03 eV.

```
! RIJCOSX wB97M-V def2-TZVPD def2/J DEFGRID3
* xyz 0 1
N 1.532 -1.085 0.648
F 2.178 -0.082 -0.178
H 1.671 -2.045 0.202
S -0.660 -0.485 0.301
O -1.004 -1.618 -0.516
H -1.734 1.446 1.079
C -1.846 0.531 0.499
*
```

Atom charges from the natural (NBO) analysis, given in e for atoms 1 to 5: -0.141, -0.262, 0.326, 1.260, -0.909



ii.
ORCA calculation (ωB97M-V/def2-TZVPD) on a single CH2FNOS molecule.

For the highest occupied orbital energy, the calculation gives -10.169 eV. For the frontier orbital gap, the calculation gives 0.3668 Ha. The calculation puts the LUMO energy at -0.19 eV. The SMILES is [H]/N=C(\F)OS.

```
! RIJCOSX wB97M-V def2-TZVPD def2/J DEFGRID3
* xyz 0 1
N -0.569 0.325 1.641
C -0.175 0.796 0.569
H 0.198 -1.626 -1.367
S -1.044 -1.026 -1.250
O -0.213 0.331 -0.636
H -0.686 0.972 2.514
F 0.394 2.073 0.417
*
```

Atom charges from the natural (NBO) analysis, given in e for atoms 1 to 5: -0.756, 0.880, 0.125, 0.346, -0.637



iii.
ORCA calculation (ωB97M-V/def2-TZVPD) on a 2-piece molecular cluster, CH2FNOS overall.

For the highest occupied orbital energy (alpha / beta), the calculation gives -8.798 / -8.799 eV. For the frontier orbital gap (alpha / beta), the calculation gives 0.2968 / 0.2973 Ha. The calculation puts the LUMO energy (alpha / beta) at -0.72 / -0.71 eV.

```
! RIJCOSX wB97M-V def2-TZVPD def2/J DEFGRID3
* xyz 0 1
H -0.486 0.568 1.486
N 0.350 -0.355 -0.416
S -0.990 -0.184 0.514
O -0.336 1.989 -1.999
H 0.017 -1.145 -0.962
F 1.555 1.067 -2.780
C 0.491 1.157 -1.973
*
```

Atom charges from the natural (NBO) analysis, given in e for atoms 1 to 5: 0.093, -0.816, 0.302, -0.527, 0.357



Which is the most stable structure? ii is the most stable.



i.
ORCA calculation (ωB97M-V/def2-TZVPD) on a 2-piece molecular cluster, H3O2PS overall.

For the highest occupied orbital energy (alpha / beta), the calculation gives -9.324 / -9.743 eV. For the frontier orbital gap (alpha / beta), the calculation gives 0.2825 / 0.2803 Ha. The calculation puts the LUMO energy (alpha / beta) at -1.64 / -2.12 eV.

```
! RIJCOSX wB97M-V def2-TZVPD def2/J DEFGRID3
* xyz 0 1
S 2.285 -0.114 0.214
H 2.118 0.824 1.095
O 0.342 1.216 -0.524
H -0.502 -0.833 0.026
O -1.395 -0.257 0.217
P -0.965 1.242 0.109
H -0.917 1.602 1.617
*
```

Atom charges from the natural (NBO) analysis, given in e for atoms 1 to 5: -0.121, 0.091, -1.019, 0.539, -1.019



ii.
ORCA calculation (ωB97M-V/def2-TZVPD) on a 2-piece molecular cluster, H3O2PS overall.

For the highest occupied orbital energy, the calculation gives -9.499 eV. For the frontier orbital gap, the calculation gives 0.3203 Ha. The calculation puts the LUMO energy at -0.78 eV.

```
! RIJCOSX wB97M-V def2-TZVPD def2/J DEFGRID3
* xyz 0 1
H -2.723 -0.409 0.751
H 1.461 1.042 -0.464
H -0.879 -1.139 0.448
O -1.154 1.168 0.066
O 2.273 -0.930 -0.225
P 2.781 0.420 -0.342
S -1.759 -0.152 -0.235
*
```

Atom charges from the natural (NBO) analysis, given in e for atoms 1 to 5: 0.029, -0.151, 0.050, -0.969, -0.977



Which is the most stable structure? i is the most stable.



i.
ORCA calculation (ωB97M-V/def2-TZVPD) on C14H15ClN2O3S as an isolated structure.

For the highest occupied orbital energy, the calculation gives -8.951 eV. For the frontier orbital gap, the calculation gives 0.3111 Ha. The calculation puts the LUMO energy at -0.49 eV.

```
! RIJCOSX wB97M-V def2-TZVPD def2/J DEFGRID3
* xyz 0 1
C -0.852 0.386 0.741
Cl -4.430 1.112 -1.201
N 2.411 1.970 -0.568
C 1.837 -0.229 -1.449
N 0.615 -0.691 -1.544
H -3.348 -1.354 2.989
H -1.906 -2.167 3.316
H 1.105 -3.842 -0.209
H -0.247 3.713 -0.628
C 0.507 -1.926 -1.284
H 3.795 -0.579 -0.387
C -2.126 0.192 0.218
O -2.757 -1.016 0.245
C -2.242 -1.520 2.782
H -1.688 -0.790 2.901
C 2.043 1.252 -1.668
C 2.951 -0.874 -0.651
C -2.771 1.490 -0.554
S 1.552 1.890 0.638
O 1.888 0.693 1.598
C -2.043 2.437 -0.885
O 1.773 3.011 1.464
C -2.086 -1.874 1.209
H -0.158 -0.164 1.157
H -2.592 3.052 -1.550
H -2.821 -2.761 0.980
H 2.680 3.105 -0.942
C 2.617 -2.029 -0.490
H 2.851 1.239 -2.648
H 3.389 -2.586 0.294
C 1.352 -2.740 -0.431
H -1.056 -2.009 0.873
C -0.830 2.723 -0.553
H -0.405 -2.488 -1.585
C -0.163 1.723 0.131
H 1.152 1.654 -2.310
*
```

Atom charges from the natural (NBO) analysis, given in e for atoms 1 to 5: -0.294, -0.021, -0.916, 0.251, -0.460



ii.
ORCA calculation (ωB97M-V/def2-TZVPD) on a single C14H15ClN2O3S molecule.

For the highest occupied orbital energy, the calculation gives -8.399 eV. For the frontier orbital gap, the calculation gives 0.3118 Ha. The calculation puts the LUMO energy at 0.09 eV. The SMILES is CSc1ccc(Cl)c(C(=O)OCC(=O)N(C)CCC#N)c1.

```
! RIJCOSX wB97M-V def2-TZVPD def2/J DEFGRID3
* xyz 0 1
C 2.462 0.712 -0.368
H 0.839 -1.225 2.204
O 1.434 0.069 0.378
H 1.662 -2.242 4.136
H 2.977 1.439 0.268
N -2.673 0.493 -2.922
O 0.137 1.875 0.107
H -3.968 -0.154 2.146
H -0.664 2.691 -1.985
S -0.614 -3.044 4.068
C 0.641 -0.483 -2.299
C -0.674 0.024 1.392
C 1.993 1.487 -1.605
O 2.441 2.592 -1.825
Cl -2.672 1.576 0.379
C -2.455 -1.411 2.975
C -1.856 1.293 -2.941
H 0.471 -0.907 -3.290
H 1.404 -3.408 2.795
H -0.308 -0.507 -1.754
H -3.138 -1.973 3.594
C 1.182 -3.167 3.830
H 1.213 2.493 -3.698
H 0.367 1.073 -4.376
C -0.810 2.278 -2.988
N 1.144 0.860 -2.456
H 1.505 -3.979 4.474
C 0.305 0.776 0.571
H 1.361 -1.108 -1.776
H 3.161 -0.079 -0.652
H -1.121 3.082 -3.659
C -2.918 -0.396 2.170
C 0.522 1.676 -3.477
C -0.217 -1.012 2.208
C -2.036 0.333 1.377
C -1.095 -1.729 3.001
*
```

Atom charges from the natural (NBO) analysis, given in e for atoms 1 to 5: -0.170, 0.235, -0.511, 0.221, 0.224



Which is the most stable structure? ii is the most stable.



i.
ORCA calculation (ωB97M-V/def2-TZVPD) on a 3-piece molecular cluster, C3H12N2O3 overall.

For the highest occupied orbital energy (alpha / beta), the calculation gives -14.214 / -14.209 eV. For the frontier orbital gap (alpha / beta), the calculation gives 0.4022 / 0.1961 Ha. The calculation puts the LUMO energy (alpha / beta) at -3.27 / -8.87 eV.

```
! RIJCOSX wB97M-V def2-TZVPD def2/J DEFGRID3
* xyz 1 2
H 1.282 -4.111 -2.155
H -0.684 1.790 -0.979
H -0.847 -0.714 -1.302
H 0.260 -3.265 -2.934
N 0.185 1.663 -0.519
H 1.871 2.550 -1.367
H -0.150 -0.425 3.529
H -2.389 -0.850 0.494
N -1.599 -0.223 0.554
H 0.589 3.636 -0.957
H -1.359 -0.025 1.527
H -0.053 -1.613 0.022
O 1.634 0.204 0.350
C -0.517 -0.665 -0.268
C 0.544 0.398 -0.133
O 1.146 -3.631 -2.975
C 1.099 2.767 -0.611
O -1.104 -0.556 3.523
H 1.634 2.841 0.322
H -1.544 0.228 3.879
*
```

Atom charges from the natural (NBO) analysis, given in e for atoms 1 to 5: 0.472, 0.419, 0.242, 0.458, -0.375



ii.
ORCA calculation (ωB97M-V/def2-TZVPD) on a 3-piece molecular cluster, C3H12N2O3 overall.

For the highest occupied orbital energy (alpha / beta), the calculation gives -14.646 / -14.631 eV. For the frontier orbital gap (alpha / beta), the calculation gives 0.4159 / 0.2294 Ha. The calculation puts the LUMO energy (alpha / beta) at -3.33 / -8.39 eV.

```
! RIJCOSX wB97M-V def2-TZVPD def2/J DEFGRID3
* xyz 1 2
H 0.475 1.806 -0.080
C -1.364 -1.343 1.868
H 3.746 0.503 1.254
C -0.078 1.132 -0.709
N -0.885 0.289 0.137
H -1.510 -2.101 1.101
H -0.765 1.613 -1.408
C -0.457 -0.258 1.337
O 3.159 -0.052 0.702
H -2.658 -0.488 -3.193
O 0.606 -0.012 1.869
H -1.659 -0.129 -0.349
H -1.917 0.838 -2.989
O -1.754 -0.132 -2.940
H 0.409 -0.139 -2.326
H -2.302 -0.893 2.205
H 2.270 0.049 1.097
H 1.590 -0.164 -1.010
H -0.782 -1.831 2.657
N 0.831 0.335 -1.495
*
```

Atom charges from the natural (NBO) analysis, given in e for atoms 1 to 5: 0.256, -0.719, 0.495, -0.118, -0.539



Which is the most stable structure? ii is the most stable.